No. 1
{
  "formula": "C32H31AsMoO6P2SSbSe4",
  "method": "ωB97M-V with the def2-TZVPD basis set",
  "orbital_gap_ev": [5.094, 5.016],
  "de_lowest_kcal_mol": 63.39,
  "charge": 1,
  "molar_mass_g_mol": 1214.071,
  "species": ["Se", "H", "H", "H", "H", "C", "C", "C", "O", "H", "Sb", "C", "H", "P", "H", "Se", "H", "H", "O", "Se", "C", "S", "C", "H", "C", "C", "H", "H", "H", "C", "C", "C", "C", "C", "H", "O", "C", "C", "C", "C", "C", "Mo", "H", "H", "H", "C", "C", "C", "H", "H", "H", "O", "H", "C", "C", "H", "C", "H", "C", "H", "C", "O", "C", "H", "P", "H", "C", "C", "H", "Se", "H", "O", "C", "As", "H", "C", "C", "H", "H"],
  "positions_angstrom": [[-1.95, 1.65, -0.97], [-3.91, -5.11, -3.97], [3.74, -0.76, 0.26], [-6.73, -0.26, 2.50], [4.62, 5.28, -0.41], [1.49, 2.43, -2.96], [-5.07, 1.03, 2.05], [4.86, 4.06, 1.34], [0.15, -0.64, -1.80], [1.13, 0.09, 4.16], [-1.46, 4.04, -0.20], [4.58, 2.83, 1.93], [0.22, 2.00, 3.57], [2.35, 0.86, -0.85], [4.94, 2.61, 2.93], [-0.50, 5.47, -1.83], [3.60, 0.95, 1.72], [-3.27, 2.10, 1.69], [-2.21, -0.36, -2.91], [-2.73, 4.82, 1.65], [-2.41, -2.89, -1.91], [0.82, -1.81, -1.09], [-4.85, -1.20, 2.91], [-1.42, 2.56, 3.23], [-1.91, -5.27, -3.21], [0.25, -3.45, 2.92], [-1.71, -6.20, -3.73], [-5.69, 1.87, 1.74], [0.01, -4.44, 2.56], [-1.19, -3.52, -1.76], [2.24, 1.31, -2.60], [-0.93, -4.72, -2.41], [1.37, 2.81, -4.29], [-3.15, -4.66, -3.36], [5.41, 4.81, 1.89], [-1.58, -0.87, 0.00], [2.72, 0.92, -4.93], [3.69, 3.37, -0.65], [2.00, 2.06, -5.27], [0.88, -0.90, 3.81], [1.34, -3.26, 3.75], [-0.14, 0.52, -0.05], [2.51, -1.82, 4.84], [0.80, 3.69, -4.53], [-2.86, -1.90, 3.25], [3.60, -0.49, -0.78], [3.39, 2.15, -0.06], [-5.65, -0.15, 2.48], [3.33, -1.37, -1.34], [3.19, 0.32, -5.69], [0.99, 3.03, -2.21], [-0.25, -3.01, -0.86], [4.53, -0.07, -1.16], [-2.89, 0.10, 2.42], [4.41, 4.32, 0.06], [-4.35, -2.95, -2.81], [-3.40, -3.46, -2.71], [0.03, -5.20, -2.26], [-3.47, -1.08, 2.88], [3.37, 3.59, -1.66], [1.66, -1.98, 4.20], [-4.12, -0.54, -0.96], [2.84, 0.54, -3.60], [-5.30, -2.12, 3.25], [-1.10, 0.35, 2.34], [-1.35, -2.54, 1.85], [-0.83, 1.69, 3.53], [-0.23, -1.09, 2.98], [1.92, 2.35, -6.31], [0.57, 2.52, 0.78], [1.94, -4.10, 4.06], [0.95, -1.27, 0.32], [3.84, 1.89, 1.24], [-2.65, -1.10, -1.32], [-3.05, -0.20, -3.36], [-3.70, 1.16, 2.02], [-0.53, -2.38, 2.52], [-1.15, 1.36, 4.51], [3.41, -0.34, -3.35]]
}



No. 2
{
  "formula": "C2H4N2O",
  "method": "ωB97M-V with the def2-TZVPD basis set",
  "orbital_gap_ev": [9.702, 8.147],
  "de_lowest_kcal_mol": 110.67,
  "charge": 0,
  "molar_mass_g_mol": 72.067,
  "species": ["H", "N", "C", "C", "H", "O", "H", "N", "H"],
  "positions_angstrom": [[1.33, 0.80, -0.01], [-1.83, -1.06, -0.39], [-1.86, -0.05, 0.30], [0.66, 0.05, -0.30], [-2.79, 0.34, 0.81], [-0.71, 1.88, -0.17], [0.70, 0.07, -1.40], [-0.64, 0.66, 0.16], [1.01, -0.88, 0.11]]
}



No. 3
{
  "formula": "C23H35N3O5ReS",
  "method": "ωB97M-V with the def2-TZVPD basis set",
  "orbital_gap_ev": [6.418, 6.775],
  "spin_multiplicity": 2,
  "de_lowest_kcal_mol": 21.77,
  "charge": 2,
  "molar_mass_g_mol": 651.823,
  "s_squared": 0.756,
  "species": ["C", "O", "H", "H", "H", "O", "H", "C", "H", "O", "N", "H", "H", "H", "C", "C", "C", "Re", "C", "C", "H", "O", "H", "C", "H", "C", "C", "H", "H", "H", "C", "C", "H", "H", "H", "S", "H", "H", "C", "C", "C", "C", "C", "H", "C", "C", "H", "H", "H", "H", "C", "C", "N", "C", "N", "O", "H", "H", "H", "H", "H", "H", "H", "H", "H", "H", "H", "C"],
  "positions_angstrom": [[-2.90, -2.08, -0.95], [-0.32, -0.69, -1.65], [-2.80, -1.28, 2.19], [-2.03, 2.23, 3.59], [0.57, 1.45, -3.49], [-1.87, 0.24, 0.11], [0.14, 2.68, -1.62], [-0.41, 1.25, -3.06], [-2.67, -0.25, 3.62], [-0.95, -0.95, -3.79], [2.03, 0.54, -1.13], [-6.16, -1.46, -0.06], [3.68, -1.98, -3.81], [-2.69, -2.41, -1.97], [-0.60, -0.22, -2.93], [2.66, -0.60, -1.69], [1.39, -0.60, 1.63], [0.23, 0.49, -0.24], [-0.89, -0.33, 2.41], [3.69, 2.02, -2.11], [-2.04, -2.36, -0.33], [1.82, 2.78, -0.87], [-4.94, 0.84, -0.56], [4.39, -1.49, -3.16], [3.73, 0.70, 1.48], [2.55, -1.53, 1.37], [-2.12, -0.94, 2.98], [4.11, 3.01, -2.26], [5.24, -1.13, -3.74], [5.14, 0.99, -3.27], [0.14, -1.16, 1.95], [-1.98, 1.94, 2.54], [1.39, 3.50, 1.35], [-1.88, -1.82, 3.58], [-1.95, 2.85, 1.95], [-2.89, -0.27, -0.98], [-1.40, 2.14, -1.46], [-0.21, 3.72, 2.01], [-4.27, -2.52, -0.41], [1.57, 0.80, 1.74], [-0.05, -2.65, 1.87], [2.95, 1.40, 1.77], [4.25, 0.93, -2.66], [4.73, -2.20, -2.41], [2.50, 1.86, -1.35], [-0.78, 1.07, 2.29], [-4.20, -2.75, 0.66], [2.88, -1.97, 2.32], [3.40, -1.03, 0.93], [-4.60, -3.43, -0.92], [0.46, 1.65, 1.98], [-5.24, -1.36, -0.64], [3.76, -0.33, -2.50], [-4.50, -0.09, -0.22], [-0.46, 1.86, -1.70], [2.27, -1.72, -1.52], [0.44, -3.14, 2.72], [-1.10, -2.94, 1.88], [3.15, 1.70, 2.80], [1.13, 3.35, 3.08], [-5.53, -1.31, -1.69], [2.28, -2.34, 0.71], [-2.90, 1.41, 2.30], [0.41, -3.06, 0.97], [3.04, 2.29, 1.15], [-1.16, 1.67, -3.72], [-4.32, -0.05, 0.85], [0.70, 3.14, 2.10]]
}



No. 4
{
  "formula": "C3H3N2O2P",
  "method": "ωB97M-V with the def2-TZVPD basis set",
  "orbital_gap_ev": [6.981, 6.982],
  "de_lowest_kcal_mol": 23.48,
  "charge": 0,
  "smiles": "O=Pn1ccc[n+]1[O-]",
  "molar_mass_g_mol": 130.043,
  "species": ["H", "N", "O", "H", "H", "P", "C", "N", "C", "C", "O"],
  "positions_angstrom": [[2.29, -0.96, 0.06], [-0.09, 1.26, 0.02], [-0.58, 2.39, -0.03], [1.92, 1.75, 0.17], [-0.20, -1.98, -0.16], [-2.57, -0.34, 0.09], [0.11, -0.96, -0.07], [-0.82, 0.06, -0.05], [1.36, -0.43, 0.02], [1.20, 0.96, 0.09], [-2.61, -1.76, -0.15]]
}



No. 5
{
  "formula": "C3LaLiO6",
  "method": "ωB97M-V with the def2-TZVPD basis set",
  "orbital_gap_ev": [5.711, 7.033],
  "spin_multiplicity": 2,
  "de_lowest_kcal_mol": 39.14,
  "charge": 1,
  "molar_mass_g_mol": 277.874,
  "s_squared": 0.751,
  "species": ["O", "O", "O", "Li", "O", "O", "O", "C", "C", "C", "La"],
  "positions_angstrom": [[-0.77, 1.68, -1.69], [-0.65, -0.34, -0.76], [-0.38, -0.15, -3.02], [0.89, 1.84, 2.93], [0.51, -1.96, 0.14], [1.83, 0.62, 1.71], [-0.38, 0.75, 1.89], [0.67, 0.36, 1.27], [-0.51, 0.53, -2.01], [0.45, -0.67, 0.03], [-1.67, -2.66, -0.49]]
}



Number 2 is which compound? C2H4N2O